{
  "formula": "C5H10O2",
  "method": "ωB97M-V/def2-TZVPD",
  "spin_multiplicity": 1,
  "smiles": "C/C=C/OC.C=O",
  "lumo_energy_ev": 0.80,
  "charge": 0,
  "e_above_lowest_kj_mol": 323.9,
  "symbols": ["C", "C", "C", "O", "C", "H", "H", "H", "H", "H", "H", "H", "H", "C", "O", "H", "H"],
  "coordinates": [[-1.971, 1.684, 0.345], [-1.414, 0.365, -0.090], [-0.429, 0.200, -0.965], [0.096, -1.049, -1.216], [1.504, -1.240, -1.227], [-3.046, 1.765, 0.153], [-1.824, 1.800, 1.426], [-1.469, 2.523, -0.145], [-1.779, -0.519, 0.427], [0.002, 1.033, -1.521], [2.073, -0.309, -1.117], [1.820, -1.918, -0.419], [1.778, -1.721, -2.168], [0.967, -0.645, 1.608], [0.364, 0.343, 1.931], [0.474, -1.625, 1.449], [2.059, -0.620, 1.432]]
}